Entry from OMol25: 12 unconnected molecules or ions with the total composition C56H136Br8O32P8 at a distorted geometry (ωB97M-V/def2-TZVPD).

```
240
Properties=species:S:1:pos:R:3:forces:R:3:mulliken_charge:R:1
Br -3.70768 -3.71337 5.74507 -0.483 0.377 0.350 -0.20
C -2.10522 -4.24755 4.84878 0.873 0.743 0.471 -0.57
C -1.49350 -3.08756 4.09446 -0.819 -1.347 -1.110 0.75
Br -0.03976 -3.71126 2.94483 -0.261 -0.116 -0.046 -0.15
H -2.39322 -5.08521 4.28180 -0.150 -0.798 -1.048 0.50
H -1.40481 -4.56111 5.60703 0.119 -0.098 0.276 0.24
H -1.04138 -2.42572 4.74125 0.948 1.301 1.600 -0.91
H -2.19367 -2.54106 3.49105 -0.331 -0.049 -0.536 0.39
Br 4.89486 1.94456 3.19723 -0.201 -0.097 -0.025 -0.06
C 6.43316 1.77659 1.95842 -0.848 0.725 1.099 -0.55
C 6.97834 3.17597 1.88678 0.866 0.250 0.299 -0.45
Br 8.61652 3.15160 0.83041 0.202 -0.047 -0.083 -0.17
H 5.98168 1.32580 1.07344 0.640 0.210 0.003 0.32
H 7.11724 1.17871 2.53564 0.181 -0.610 -0.385 0.41
H 7.26546 3.57796 2.88792 -0.320 -0.533 -0.822 0.42
H 6.36303 3.89087 1.38098 -0.601 0.163 -0.181 0.09
Br 4.50214 2.88744 -1.50065 0.380 0.160 -0.264 -0.24
C 3.13268 3.73384 -2.67642 1.244 0.263 0.852 -0.15
C 1.94305 2.91356 -2.35406 -0.684 -0.894 0.101 0.21
Br 0.42723 3.59063 -3.35135 -0.302 -0.093 -0.198 -0.22
H 3.57586 3.89125 -3.66392 -0.463 -0.709 0.091 0.42
H 3.00184 4.68713 -2.19092 -0.076 0.392 -0.039 0.04
H 1.72216 3.14136 -1.31053 -0.159 -0.182 -0.134 -0.43
H 2.02542 1.80754 -2.48080 -0.002 1.017 -0.256 0.33
Br -3.63545 5.28036 -2.85324 -0.495 0.121 0.066 -0.20
C -4.77322 3.94174 -1.98213 0.069 -0.191 1.467 0.69
C -5.15813 2.85587 -2.99258 0.872 -0.205 0.437 0.18
Br -6.64401 3.41489 -4.19789 0.979 -0.095 0.418 -0.22
H -5.65235 4.37395 -1.46086 0.483 0.230 -0.788 0.53
H -4.08258 3.65131 -1.12568 -0.882 -0.536 -1.358 -0.74
H -5.53865 1.91433 -2.57248 0.087 0.552 0.154 -0.54
H -4.20116 2.60407 -3.50119 -1.109 0.113 -0.449 0.41
C -2.41753 0.32927 6.11199 0.451 -0.070 0.338 -1.16
C -1.24748 0.96415 5.39181 0.411 1.080 0.200 1.81
O -1.03601 2.28192 6.05688 0.322 -0.012 -0.494 -0.31
P 0.07490 3.33317 5.62251 1.479 -1.054 -0.593 -0.59
O 0.39319 3.42312 4.17237 -0.315 -0.278 1.116 0.31
O 1.34437 2.91007 6.56230 0.586 0.675 -1.380 0.05
C 2.72615 3.28000 6.08462 -0.043 1.271 0.792 0.23
C 3.18468 4.66328 6.69934 -0.677 -1.308 -0.858 -1.42
O -0.38178 4.68291 6.27207 -0.561 -0.115 0.784 -0.32
C -1.55796 5.37774 5.83196 -0.616 1.242 -0.354 0.07
C -2.00040 6.38229 6.93968 1.730 0.550 -1.569 -1.37
H -2.24103 0.16101 7.21420 -0.136 0.047 -1.328 0.23
H -3.34328 0.91034 5.96460 0.484 -0.067 0.093 0.39
H -2.52819 -0.59838 5.56390 -0.394 -0.600 0.397 0.03
H -0.28357 0.39724 5.37137 -0.779 0.234 0.515 -0.38
H -1.50041 1.13964 4.34490 -0.077 0.221 0.047 -0.50
H 3.43290 2.51006 6.43560 -0.698 0.018 -0.213 0.41
H 2.75198 3.36440 5.00166 -0.332 -0.345 -0.078 -0.21
H 3.99816 5.14852 6.16716 0.111 -0.321 -0.463 0.36
H 2.35035 5.35327 6.68150 -0.177 0.108 0.319 0.25
H 3.56374 4.45959 7.67514 -0.108 0.223 0.970 0.42
H -1.27664 5.83554 4.87038 -0.263 0.197 0.376 0.12
H -2.43972 4.74371 5.62302 0.702 -0.341 0.212 0.25
H -2.89064 6.93610 6.62197 0.163 -0.209 0.092 0.41
H -2.19034 5.78217 7.78740 -0.429 -0.399 1.158 0.36
H -1.17863 7.11842 7.18931 -0.880 -0.826 -0.341 0.27
C 1.12047 1.04294 9.25169 -0.175 0.147 2.205 -1.46
C 0.49218 0.13473 8.28991 -1.645 1.165 -1.657 1.06
O 1.47640 -0.66431 7.70572 1.633 -0.310 -0.450 -0.25
P 1.21550 -2.15909 7.37060 0.070 -0.172 -1.851 0.37
O -0.12263 -2.39787 6.81089 -0.321 -0.260 0.010 -0.08
O 2.40983 -2.51813 6.36966 -0.699 0.085 1.176 -0.53
C 2.31781 -1.98457 5.04737 1.811 -0.247 -0.240 0.97
C 3.03843 -0.64119 4.89594 -1.041 -0.183 -1.139 -0.19
O 1.55845 -2.94254 8.65479 0.592 -0.023 1.167 -0.31
C 1.02636 -4.22066 8.98035 -1.111 -1.077 -0.518 -0.13
C -0.02932 -4.11655 10.07274 0.403 0.185 0.151 -1.13
H 0.38626 1.79657 9.61004 0.574 -0.250 -0.408 0.37
H 1.38837 0.44455 10.13443 0.312 0.339 -0.029 0.47
H 2.01573 1.49959 8.83186 -0.207 0.138 0.010 0.09
H -0.30180 -0.51670 8.62642 -0.326 0.081 0.703 0.60
H 0.04623 0.77856 7.50461 0.238 -0.593 0.242 -0.77
H 2.91748 -2.69645 4.44691 -0.465 0.229 0.243 0.24
H 1.31236 -2.05953 4.68191 -0.555 0.406 -0.077 -0.85
H 3.03692 -0.53674 3.80089 0.297 0.281 0.065 0.01
H 2.50876 0.27501 5.24527 0.550 -0.807 0.340 -0.31
H 4.08237 -0.76800 5.19837 -0.299 0.444 0.257 0.46
H 0.61351 -4.67651 8.03719 0.330 0.273 0.991 0.22
H 1.81770 -4.83730 9.37208 0.619 -0.109 -0.261 0.34
H -0.39005 -5.09126 10.41934 -0.100 0.041 -0.581 0.40
H 0.40918 -3.69197 10.98313 -0.004 0.311 -0.288 0.28
H -0.82753 -3.48509 9.70280 -0.401 -0.002 0.220 0.28
C 0.79337 -2.31885 -0.59191 -1.430 -1.827 1.509 1.35
C 1.92651 -2.77868 -1.48525 0.895 0.005 0.715 0.12
O 1.48863 -3.85827 -2.35694 -0.944 1.092 -1.134 -0.52
P 0.63378 -3.25614 -3.62253 0.606 1.948 0.484 0.67
O -0.26470 -2.09144 -3.34410 0.933 -1.653 -0.337 -0.05
O 1.78010 -2.72631 -4.65038 -0.874 -1.019 0.551 -0.27
C 2.76879 -3.70955 -5.10045 -0.481 -0.065 0.587 -0.28
C 4.11234 -3.22283 -4.56232 0.707 -1.063 0.660 -1.05
O -0.02639 -4.56146 -4.19595 0.744 0.354 -0.187 -0.55
C -0.46663 -4.50014 -5.58988 -1.249 -0.985 -0.210 0.20
C -2.00474 -4.47026 -5.55887 0.585 0.292 -1.013 -1.23
H 0.16636 -3.12164 0.01678 1.996 0.999 -1.165 -0.13
H 1.02443 -1.53913 0.11401 0.514 0.154 0.156 -0.12
H 0.01813 -1.96187 -1.20894 -0.703 0.770 -0.813 -1.09
H 2.41657 -1.94484 -2.04399 -0.925 -0.363 -0.055 0.26
H 2.79279 -3.15689 -0.92900 -0.405 -0.432 0.054 -0.34
H 2.42979 -4.70908 -4.71822 0.747 0.718 -0.338 0.42
H 2.67665 -3.70942 -6.19753 0.359 -0.015 0.367 0.26
H 4.35737 -2.25641 -4.93197 -0.174 1.012 -0.323 0.36
H 4.20849 -3.18873 -3.45566 -0.696 -0.001 -0.552 -0.04
H 4.99125 -3.81714 -4.83573 -0.405 -0.409 -0.375 0.45
H -0.05863 -3.66414 -6.16310 0.175 -0.063 0.340 -0.07
H -0.11741 -5.45516 -6.04414 -0.156 0.742 0.254 0.36
H -2.37541 -5.33199 -5.05652 -0.224 -0.885 0.460 0.53
H -2.40738 -3.61622 -5.02280 0.173 0.345 -0.063 0.13
H -2.42508 -4.49882 -6.58360 0.486 0.189 0.429 0.37
C 0.70897 9.78986 -1.24052 0.019 -0.656 -1.045 -1.18
C 1.16718 9.01787 0.00300 0.718 0.901 0.337 -0.14
O 1.47333 7.67779 -0.42605 -0.332 0.297 -0.149 -0.37
P 1.36885 6.39346 0.47841 -0.350 -1.918 -1.901 -0.20
O 1.95803 5.19043 -0.23003 -1.059 1.848 1.361 0.45
O 2.10836 6.78519 1.79705 0.521 -0.492 1.006 -0.25
C 3.34281 6.02082 2.18123 -0.459 1.873 -1.386 0.20
C 4.52842 6.69517 1.41778 0.147 -1.208 1.060 -1.16
O -0.20079 6.33372 0.81099 1.056 0.246 -0.129 -0.37
C -0.77087 5.13855 1.42076 1.053 0.354 2.307 1.40
C -2.19733 5.46859 1.88643 0.002 -0.324 -1.664 -1.37
H 0.52611 10.87488 -1.25426 0.240 -0.371 0.902 0.37
H 1.40334 9.61511 -2.09370 -0.160 -0.020 0.753 0.26
H -0.21813 9.31939 -1.56434 -0.188 0.041 -0.047 0.28
H 2.06650 9.43186 0.47621 0.181 -0.007 -0.493 0.24
H 0.47616 9.03941 0.84648 -0.600 -0.290 -0.393 0.31
H 3.42823 6.26605 3.24208 -0.055 -0.724 -0.073 0.20
H 3.11206 4.98515 1.86985 0.697 0.399 0.628 0.14
H 4.59307 7.78256 1.63843 -0.369 -0.686 -0.398 0.33
H 5.44317 6.25719 1.89329 -0.423 0.241 -0.681 0.37
H 4.48532 6.43512 0.34014 0.115 0.412 0.664 0.24
H -0.71820 4.36132 0.66432 -0.180 -0.225 0.258 -0.01
H -0.14164 4.87040 2.36123 -0.832 0.195 -1.733 -0.42
H -2.83897 5.26526 1.00877 -0.111 0.094 0.611 0.07
H -2.50308 4.85258 2.71985 -0.020 -0.375 0.107 0.21
H -2.35265 6.50760 2.16050 0.393 0.182 0.062 0.51
C 3.71565 -2.94367 1.65557 -0.323 0.185 -0.507 -1.32
C 4.46171 -4.24696 1.29569 0.662 0.660 0.431 -0.37
O 5.93695 -3.94476 1.36127 -1.098 -0.741 -0.232 -0.08
P 7.04299 -5.05118 1.04338 2.131 0.698 -0.576 0.71
O 8.42869 -4.67972 1.42213 -1.414 0.289 -0.035 -0.79
O 6.92498 -5.41194 -0.51450 -0.898 0.075 0.699 -0.31
C 6.66982 -4.37723 -1.42279 0.546 0.773 -2.199 0.13
C 7.93836 -3.78007 -2.01025 0.680 1.003 -0.052 -1.34
O 6.58543 -6.40189 1.63894 -0.690 -1.142 0.625 -0.34
C 7.33631 -7.06817 2.69180 -1.080 -1.199 -0.230 -0.32
C 7.44169 -8.56763 2.34223 -0.272 0.829 0.774 -1.14
H 3.81992 -2.19375 0.89155 0.369 0.294 -0.673 0.45
H 2.63057 -3.12577 1.64282 0.251 -0.207 0.326 0.45
H 3.98106 -2.37424 2.57684 0.153 -1.191 -0.378 0.58
H 4.22031 -4.96316 2.07470 0.318 -0.333 0.028 0.34
H 4.18736 -4.72538 0.30817 0.351 0.901 0.905 0.29
H 6.06399 -4.71502 -2.27279 -0.056 -0.625 0.438 0.26
H 6.12892 -3.52890 -1.02091 -0.291 -0.049 0.608 0.12
H 8.73580 -4.41716 -2.39761 -0.411 -0.594 0.344 0.33
H 7.70843 -3.12850 -2.85996 -0.360 0.003 0.106 0.37
H 8.39499 -3.12313 -1.26698 0.172 -0.113 0.042 0.31
H 8.24812 -6.53490 2.81260 0.897 0.110 0.113 0.45
H 6.72298 -6.99116 3.56954 -0.117 0.333 0.620 0.26
H 7.76807 -8.62264 1.34318 0.232 -0.311 -1.414 0.34
H 8.17418 -9.11662 2.92472 0.127 0.238 0.398 0.37
H 6.47799 -9.07080 2.47087 0.129 0.193 -0.194 0.27
C -7.82433 -0.07764 -1.44027 0.798 -2.188 1.499 -0.65
C -7.64253 -1.59113 -1.88555 -0.372 2.229 1.577 -0.28
O -6.37429 -1.72928 -2.49998 0.546 -0.896 -0.453 -0.30
P -6.10838 -1.43388 -4.03687 -0.271 -2.595 -0.072 0.72
O -5.56481 -0.13341 -4.32740 1.017 1.101 -0.402 -0.66
O -5.21679 -2.70366 -4.56195 0.033 3.438 0.991 -0.09
C -5.63844 -4.01553 -4.57888 -1.488 -1.488 -1.395 -0.31
C -5.36543 -4.58160 -6.00150 0.150 0.250 0.978 -0.81
O -7.51916 -1.70432 -4.69565 0.001 -0.352 0.409 -0.27
C -8.03922 -0.85456 -5.71554 -1.533 -0.025 0.784 -0.37
C -8.84709 0.30236 -5.12333 0.371 -0.409 0.007 -0.47
H -8.61381 -0.05461 -0.70950 -0.633 -0.031 0.307 0.50
H -6.94100 0.28058 -0.85981 -0.362 -0.209 -0.877 -0.11
H -8.12316 0.54735 -2.22540 0.037 1.018 -1.245 0.18
H -7.68308 -2.19360 -0.94643 0.281 0.097 -1.029 0.37
H -8.43503 -1.85192 -2.57708 -0.088 -0.292 0.048 0.28
H -5.15547 -4.60079 -3.82768 0.828 -0.250 0.556 0.32
H -6.72367 -4.12880 -4.33080 0.588 0.305 -0.390 0.33
H -5.49758 -5.65774 -5.92734 -0.167 -0.149 -0.432 0.41
H -6.02984 -4.11471 -6.71804 -0.394 -0.159 -0.104 0.33
H -4.35231 -4.37449 -6.37329 -0.364 -0.044 0.537 -0.16
H -7.26891 -0.42865 -6.27309 1.558 0.620 -0.917 0.23
H -8.57818 -1.51922 -6.36473 -0.569 -0.177 -0.269 0.47
H -9.20109 0.90324 -5.99261 0.057 -0.150 0.907 0.41
H -9.67745 -0.02370 -4.45019 0.535 0.219 -0.734 0.23
H -8.08785 0.84921 -4.52861 -0.738 0.197 -0.356 -0.27
C -1.99264 -0.42710 -5.53728 -0.343 0.597 0.849 0.59
C -0.62341 -0.46773 -6.11929 0.458 1.505 -0.843 0.57
O -0.64384 -0.48081 -7.58404 0.157 0.963 0.235 -0.30
P -0.40278 -1.65435 -8.57922 -0.269 -0.355 0.629 0.87
O 0.50523 -2.73173 -8.13245 -0.459 0.417 -0.295 -0.79
O -1.88323 -2.13751 -8.84224 0.411 -1.194 0.440 -0.20
C -2.90241 -1.28050 -9.29001 -2.175 -0.101 -0.146 -0.49
C -4.23539 -1.54147 -8.43271 2.499 0.817 -0.154 -0.67
O -0.03991 -0.92088 -9.92893 1.244 -0.899 -0.525 -0.38
C 1.25036 -1.29334 -10.60537 -1.604 -0.055 -1.001 -0.24
C 0.98927 -1.25555 -12.13048 0.005 -0.266 -0.715 -1.09
H -1.93553 -0.16503 -4.45775 0.175 -1.019 -0.459 -0.60
H -2.55070 0.43903 -5.86490 -0.129 0.224 -0.798 0.75
H -2.57308 -1.31103 -5.76821 -0.134 -0.235 0.425 -0.61
H -0.11841 0.48118 -5.87227 -0.014 -0.418 -0.090 0.25
H 0.01058 -1.26311 -5.82816 0.364 -0.890 0.621 -0.48
H -2.63603 -0.22145 -9.21347 0.166 -0.242 -0.065 0.36
H -3.05412 -1.58311 -10.35021 -0.184 0.651 0.575 0.34
H -3.92589 -1.83626 -7.42714 -0.057 0.177 -0.033 -0.11
H -4.85922 -0.65899 -8.36326 -0.050 0.183 -0.116 0.34
H -4.76951 -2.34465 -8.84370 -0.861 -1.108 -0.645 0.48
H 1.88279 -0.52379 -10.25832 1.125 0.767 -0.030 0.33
H 1.65072 -2.26357 -10.28447 -0.563 0.234 0.109 0.28
H 1.85602 -1.56809 -12.75768 -0.213 0.047 0.869 0.37
H 0.16906 -1.94224 -12.45641 0.508 0.497 0.637 0.28
H 0.74796 -0.25740 -12.53497 -0.088 -0.257 0.610 0.28
C 1.35187 0.86385 1.00273 0.450 0.826 -2.179 -0.94
C 0.22205 0.82743 1.99394 0.286 0.296 0.853 0.62
O -0.78999 1.84585 1.71539 -0.074 -0.354 -0.304 0.87
P -2.15829 1.47624 1.01126 -0.249 -0.241 -0.311 -0.61
O -2.75966 2.55865 0.22097 0.247 0.276 0.118 -0.46
O -1.92973 0.14783 0.17745 0.457 -0.202 -0.565 0.04
C -1.99271 0.19595 -1.31455 -1.958 1.197 1.468 -0.11
C -3.44472 -0.06915 -1.71833 0.745 1.886 -2.154 0.26
O -3.08191 0.96392 2.19307 1.106 0.347 0.693 0.18
C -4.51296 0.86902 2.03205 1.177 0.273 -0.419 -0.19
C -5.14929 2.24761 2.25909 0.299 -1.434 -0.113 -0.93
H 2.17571 0.19508 1.21983 -0.021 -0.443 0.584 0.18
H 1.04809 0.57633 -0.03980 -0.067 0.346 0.864 -0.01
H 1.86343 1.85332 0.89852 -0.744 -0.459 0.358 0.01
H -0.31450 -0.14507 1.96023 0.711 0.378 0.503 0.38
H 0.68715 1.12766 2.98369 -1.061 -0.624 -0.828 -0.44
H -1.72507 1.21075 -1.58581 0.087 0.149 -0.257 0.30
H -1.27358 -0.47141 -1.70270 0.557 -0.972 -0.280 -0.25
H -3.51410 0.04654 -2.83327 0.170 -0.178 0.760 -0.46
H -3.82876 -1.02184 -1.53172 -0.319 -1.628 0.690 0.67
H -4.15747 0.69615 -1.37668 0.500 -0.185 0.400 -0.31
H -4.61518 0.36760 1.05886 -0.783 0.558 0.017 0.00
H -4.74726 0.14644 2.78028 -0.712 -0.423 0.572 0.44
H -5.18658 2.46713 3.33965 0.162 0.163 -0.601 0.27
H -4.60835 2.95632 1.64570 0.111 0.368 0.252 0.08
H -6.13932 2.16660 1.86263 -0.925 0.239 -0.040 0.45
```
Forces are in eV/Å.

Its total charge is 0. Its structure (SMILES) is CCOP(=O)(OCC)OCC.CCOP(=O)(OCC)OCC.CCOP(=O)(OCC)OCC.CCOP(=O)(OCC)OCC.CCOP(=O)(OCC)OCC.CCOP(=O)(OCC)OCC.CCOP(=O)(OCC)OCC.CCOP(=O)(OCC)OCC.BrCCBr.BrCCBr.BrCCBr.BrCCBr. As for the molar mass: 2208.7 g mol⁻¹. The value obtained for the LUMO energy is 0.4 eV. As for the total energy: -760469.5802 eV.